Entry 1:
C21H29N3O4 | the ωB97M-V functional and the def2-TZVPD basis

Each line ends with the Mulliken charge.
Geometry (Å):
O -0.5717 -0.1976 -1.8737  -0.565
O -1.5856 -3.1995 0.2073  -0.577
O -0.4795 3.5430 -1.1750  -0.726
O -1.6594 0.0941 4.0920  -0.781
N 0.0310 2.0098 0.5118  0.300
N -2.0360 -1.3313 2.1805  0.035
N 1.5008 1.0488 -1.9898  0.744
C 0.7342 -2.8169 2.7660  -0.526
C -2.2138 2.4292 -0.0971  -0.909
C -0.4313 -2.8237 2.0651  0.260
C -0.1223 1.2769 1.6281  -0.423
C -1.8079 -0.0976 2.7030  -0.120
C 1.5417 2.5067 0.3663  -0.976
C -1.5871 -3.1237 -1.1662  -0.929
C 0.9183 2.4863 -3.7431  -0.477
C 1.9878 1.7027 -3.0283  -0.853
C 2.3225 1.2308 0.0036  -0.803
C -0.2232 1.3597 -3.7776  -1.342
C 2.1084 -2.7442 2.2878  -1.343
C 2.0798 0.2323 -0.9198  1.060
C -1.7358 -2.5215 2.8831  -1.221
C 0.1905 0.6623 -2.3156  0.070
C -0.9100 2.7836 -0.1945  0.530
C -2.6071 0.9929 0.5464  -0.849
C -1.6674 1.0562 1.9155  0.525
C 0.6228 -3.0842 0.1392  -1.201
C 2.0402 -2.9939 0.8588  -0.562
C -0.4134 -3.0286 0.8096  2.103
H -1.2746 -2.1962 -1.7305  0.109
H 0.6346 3.3784 -3.2890  0.376
H 2.7704 2.5109 -2.4613  0.294
H 0.2181 1.6014 2.4320  0.574
H -2.8203 2.4190 -1.0641  0.335
H 2.5448 0.7938 1.2033  0.243
H -0.0248 0.5794 -4.5024  0.344
H 1.4466 2.4649 -4.8642  0.273
H -1.2098 -4.1309 -1.5042  0.421
H 1.4894 3.3346 -0.4884  0.358
H -1.4660 -2.3506 3.8185  0.749
H -3.5997 0.8390 0.9138  0.343
H 1.3574 -0.2915 -0.2560  -0.886
H 3.0260 1.2160 -3.4417  0.287
H -2.1570 2.0090 2.6670  0.275
H 0.9141 -3.2672 -0.7885  0.749
H -2.4529 -3.3556 2.5842  0.291
H 2.8721 -3.1095 2.7876  0.644
H 2.9941 -3.1735 0.4347  0.452
H -2.4926 -3.1707 -1.3991  0.501
H -2.7824 3.1648 0.2750  0.622
H -2.3975 -1.3812 1.2397  0.276
H -2.1544 0.1428 0.1184  0.212
H 3.2789 1.9593 0.0629  0.333
H 0.7777 -2.6874 3.8895  0.178
H -0.9374 1.8213 -3.7998  0.809
H 1.9084 3.1889 1.3147  0.332
H 0.3383 0.3248 1.3005  -0.190
H 3.1719 -0.0868 -1.1360  0.252

The frontier orbital gap is 9.308 eV. The electronic energy comes out at -1282.25092 a.u. For the relative energy (zero: lowest compared OMol25 entry of this formula, charge and spin), the calculation gives 18.546 eV. The value obtained for the highest occupied orbital energy is -8.7 eV. As for the total charge: 0. As for the SMILES: COc1ccccc1CNC(=O)[C@@H]1CCC(=O)N(CCCN2CCCC2=O)C1.



Entry 2:
C21H29N5O2 | the ωB97M-V functional and the def2-TZVPD basis

Each line ends with the Mulliken charge.
Geometry (Å):
O -2.0820 -1.9055 1.3509  -0.707
O 1.2228 -1.6846 4.4760  -0.688
N 1.6567 -0.6911 2.4894  0.148
N -0.3917 -1.7918 2.8887  -0.006
N -0.2382 -0.1644 -0.4061  1.252
N 1.7652 0.4431 0.3500  -0.714
N 1.0091 2.8599 -1.3813  0.126
C 0.8573 -1.4036 3.3546  0.629
C -1.6654 2.1475 1.0001  -0.514
C 0.5582 2.8746 1.5005  -0.352
C -1.8166 1.7041 2.3035  -0.774
C 1.1087 1.4637 -1.7871  -1.310
C 0.1055 -3.2430 -3.4950  -0.652
C 2.9620 -0.2394 2.9175  -1.220
C -0.0883 -1.8452 -2.9064  -0.065
C -0.0744 -0.7543 0.8284  -0.373
C -0.4729 2.7210 0.5815  0.701
C -1.1948 -2.5343 3.8459  -1.206
C -1.2796 -1.7617 -1.9551  -0.736
C -0.2938 3.2078 -0.8342  -0.993
C 0.8860 0.5539 -0.6317  0.008
C -0.9629 -1.5210 1.6419  0.760
C 1.1743 -0.3454 1.2681  0.382
C 0.4078 2.4348 2.8023  -0.572
C -1.0252 -3.6641 -4.4264  -1.222
C -1.3797 -0.4053 -1.2503  -1.560
C -0.7773 1.8414 3.2064  -0.320
C 1.3985 3.7324 -2.4675  -1.146
H -0.6608 -3.4312 4.1581  0.327
H 3.1630 0.7163 2.4390  0.436
H -0.7965 -4.6237 -4.8840  0.395
H 0.7308 3.6570 -3.3412  0.396
H -2.2092 -1.9203 -2.5018  0.421
H -2.4845 2.0410 0.3018  0.373
H -0.3582 4.3011 -0.8215  0.544
H 2.4095 3.4780 -2.7823  0.332
H 3.7273 -0.9602 2.6240  0.304
H 1.2174 2.5529 3.5076  0.437
H 1.0456 -3.2564 -4.0514  0.367
H -2.1295 -2.7966 3.3557  0.391
H -0.2215 -1.1295 -3.7222  0.190
H -1.1594 -2.9311 -5.2192  0.299
H 0.1934 -3.9653 -2.6808  0.326
H 2.9563 -0.1472 4.0022  0.385
H -1.1208 2.8391 -1.4685  0.326
H -1.3861 -1.9199 4.7255  0.326
H 1.3974 4.7629 -2.1168  0.352
H 2.1287 1.3055 -2.1472  0.662
H -2.2648 -0.4072 -0.6097  0.453
H 1.4851 3.3174 1.1709  0.364
H -0.8891 1.4894 4.2214  0.466
H 0.8211 -1.5682 -2.3659  0.185
H 0.4075 1.2247 -2.6065  0.371
H -1.9618 -3.7639 -3.8846  0.312
H -1.4627 0.4006 -1.9819  0.708
H -2.7456 1.2454 2.6087  0.384
H -1.2019 -2.5398 -1.1939  0.293

The frontier orbital gap is 8.803 eV. The electronic energy comes out at -1241.95186 a.u. For the relative energy (zero: lowest compared OMol25 entry of this formula, charge and spin), the calculation gives 0.318 eV. The value obtained for the highest occupied orbital energy is -8.1 eV. As for the total charge: 0. As for the SMILES: CCCCCn1c(CN(C)Cc2ccccc2)nc2c1c(=O)n(C)c(=O)n2C.



Entry 3:
C21H30CaCl2N5O4 | the ωB97M-V functional and the def2-TZVPD basis

Each line ends with the Mulliken charge.
Geometry (Å):
Ca -0.3893 -0.6537 -0.3645  2.226
Cl -4.0199 -0.2652 -0.3206  -0.123
Cl -4.5436 0.0262 2.5630  -0.225
O -2.5859 -3.6813 0.8042  -0.807
O -1.4318 -1.7928 1.0752  -0.768
O 2.1036 -4.4947 -0.4931  -0.767
O -1.2169 1.3814 0.3973  0.343
N -1.0089 0.3774 -2.4370  0.112
N 1.8618 0.9746 -0.9558  -0.020
N 0.7028 -2.6673 -0.3954  -0.298
N 0.5723 0.1228 2.4648  0.491
N 3.3859 -1.5904 0.4935  -0.733
C -1.0284 1.4024 -4.4587  -0.940
C 3.7845 1.8282 -2.4849  -1.320
C -0.8345 1.5628 -3.1028  0.364
C -1.5692 -3.0047 0.6538  0.692
C -0.5294 3.1525 1.8958  -0.673
C 3.0775 -2.3328 -0.7356  -0.127
C 1.8872 -3.2746 -0.5272  0.074
C -1.3442 0.0335 -4.6530  -1.113
C 1.0458 0.4003 5.1908  -0.401
C 1.0888 1.4951 4.3463  -0.794
C 0.7564 -0.8393 4.6519  -0.942
C -1.6169 2.1662 1.5087  -0.858
C 0.5253 -0.9237 3.2871  -0.238
C -4.5161 -1.0866 1.1681  0.164
C 0.8468 2.5006 2.0581  0.003
C -0.5735 2.8541 -2.3882  -1.267
C -1.3221 -0.5464 -3.4025  0.268
C -1.5635 -1.9800 -3.0425  -0.951
C -0.3715 -3.6184 -0.0951  -0.955
C 0.8488 1.3210 2.9879  0.369
C 2.7142 1.3731 -1.6065  0.389
H 3.7324 -0.6662 0.2744  0.301
H -0.9680 2.1795 -5.2071  0.433
H -0.8295 3.6289 2.8362  0.405
H -1.4660 1.7633 -0.4504  -0.368
H -5.5322 -1.4388 1.0265  0.401
H -0.2129 3.6051 -3.0943  0.349
H 3.5578 2.8257 -2.8561  0.350
H -2.0744 -2.4952 -3.8571  0.423
H 1.2363 0.5149 6.2508  0.387
H -0.6391 -2.5275 -2.8361  0.161
H -2.2100 -2.0823 -2.1632  0.111
H -2.5633 2.6692 1.2890  0.434
H 2.5184 -1.4368 0.9956  0.190
H -1.4790 3.2775 -1.9311  0.275
H 3.9281 -2.9565 -1.0121  0.377
H -0.7788 -4.0843 -1.0018  0.342
H 0.1767 2.7579 -1.5989  0.153
H 1.5400 3.2532 2.4427  0.574
H 0.2793 -1.8672 2.8198  0.242
H 3.8637 1.1443 -3.3276  0.294
H 1.3067 2.4847 4.7286  0.454
H -1.8082 1.4584 2.3201  0.360
H -3.7934 -1.8831 1.3664  -0.189
H 1.2112 2.1718 1.0828  -0.750
H -0.4500 3.9460 1.1471  0.349
H -1.5636 -0.4688 -5.5831  0.453
H 0.7073 -1.7285 5.2630  0.431
H -0.0010 -4.4522 0.5131  0.560
H 2.8458 -1.6598 -1.5753  -0.024
H 4.7295 1.8468 -1.9450  0.346

The frontier orbital gap is 6.320 eV. The electronic energy comes out at -2991.16721 a.u. For the relative energy (zero: lowest compared OMol25 entry of this formula, charge and spin), the calculation gives 1.235 eV. The value obtained for the highest occupied orbital energy is -4.1 eV. As for the total charge: -1.



Entry 4:
C21H30Cl12N4 | the ωB97M-V functional and the def2-TZVPD basis

Each line ends with the Mulliken charge.
Geometry (Å):
Cl 5.9298 0.6540 -5.9639  -0.091
Cl 5.1487 -0.3868 -3.3749  -0.039
Cl 2.0332 -6.3903 -5.2640  -0.101
Cl -3.2877 -0.3143 -4.8864  -0.120
Cl 2.2238 -4.8069 -2.8630  -0.064
Cl -0.9375 -1.9909 -4.9601  -0.095
Cl 6.6680 -2.0379 -5.2015  -0.096
Cl 4.4664 -4.9446 -4.6932  -0.087
Cl 3.7515 -7.2296 -3.1072  -0.101
Cl -0.8768 0.5737 -3.6006  -0.073
Cl -2.4014 -1.6869 -2.5111  0.002
Cl 7.9051 0.2277 -3.9053  -0.106
N 5.6152 1.6889 3.2122  0.025
N -4.2867 -0.7126 0.7219  0.130
N 2.4695 -1.8236 -1.8429  0.070
N -3.0227 2.2247 1.7612  0.354
C -1.8608 -0.8554 -3.9795  0.242
C 4.3673 0.0280 2.4341  -0.106
C -1.3459 3.3488 3.3754  -1.426
C -4.1495 3.1714 1.9871  -0.449
C -4.9820 2.8718 3.2209  -1.383
C 4.9522 0.5338 3.5485  -0.837
C 1.1121 -2.0129 -1.7929  -0.757
C 0.6220 -1.4413 -0.6373  -0.522
C -4.2019 -2.8379 0.1203  -0.829
C 3.0991 -5.8464 -3.9744  0.327
C 2.8943 -1.1906 -0.6658  -0.887
C 1.7420 -0.8835 0.0165  0.044
C 5.3930 1.9435 1.8793  -0.921
C -2.3272 2.5657 0.5209  -0.959
C -2.1465 2.1361 2.9123  -0.748
C 6.4058 -0.3782 -4.6215  0.305
C -3.4465 -1.7896 0.5797  -0.472
C -5.5297 -1.0173 0.2561  -0.428
C -1.5091 1.3803 -0.0473  -0.346
C -5.4995 -2.3264 -0.1580  -0.516
C 4.6314 0.9417 1.3667  -0.009
H -6.3361 -2.8884 -0.5332  0.412
H -0.5283 1.6579 -0.4427  0.494
H -2.4225 -1.5812 0.8488  0.559
H -1.2318 3.2851 4.4640  0.387
H 5.0096 0.1646 4.5604  0.375
H -6.3326 -0.3040 0.3576  0.404
H 1.7230 -0.3277 0.9488  0.443
H 5.9349 2.3673 3.8685  0.223
H -3.0659 2.7870 -0.2501  0.416
H -2.7524 1.7237 3.7244  0.584
H 3.9506 -1.0535 -0.5417  0.564
H 5.7733 2.8651 1.4675  0.384
H 4.2623 0.9504 0.3583  0.441
H -4.0403 0.1735 1.1648  0.256
H -2.0289 0.9150 -0.8811  0.124
H 3.0510 -2.3451 -2.4700  0.347
H -0.4126 -1.3257 -0.3833  0.237
H -4.4528 3.2322 4.1058  0.331
H -1.3092 0.6219 0.7088  -0.171
H -5.2741 1.8249 3.3046  0.299
H -1.7658 4.3417 3.2095  0.304
H -5.9233 3.4301 3.2519  0.397
H 3.7687 -0.8652 2.3890  0.431
H 0.6298 -2.5791 -2.5717  0.515
H -1.4445 1.2897 2.8608  0.334
H -3.7941 4.2171 2.0005  0.450
H -4.7725 3.0925 1.0882  0.384
H -1.6708 3.4448 0.6249  0.360
H -0.3227 3.3289 2.9976  0.370
H -3.8405 -3.8297 -0.0932  0.414

The frontier orbital gap is 8.246 eV. The electronic energy comes out at -6559.41714 a.u. The value obtained for the highest occupied orbital energy is -8.1 eV. As for the total charge: 0. As for the SMILES: ClC(Cl)(Cl)Cl.ClC(Cl)(Cl)Cl.ClC(Cl)(Cl)Cl.c1cc[nH]c1.c1cc[nH]c1.c1cc[nH]c1.CCN(CC)CC.